{
  "formula": "C3H10NS2",
  "method": "ωB97M-V/def2-TZVPD",
  "symbols": ["C", "C", "C", "N", "S", "S", "H", "H", "H", "H", "H", "H", "H", "H", "H", "H"],
  "xyz": [[-1.07891, -0.79055, -1.49256], [-0.46828, -0.10870, -0.14588], [0.34867, 1.01135, -0.56837], [-1.55181, -0.08861, 0.77149], [0.35382, 2.55324, 0.14902], [2.46079, -0.58447, 1.69529], [-1.62917, -1.70920, -1.16380], [-1.64505, -0.04375, -1.91406], [-0.29393, -0.92658, -2.26526], [0.32775, -0.83000, 0.28655], [1.00038, 0.82115, -1.39047], [-1.92365, -0.96507, 0.86946], [-2.28216, 0.49427, 0.49121], [2.94266, -1.75503, 2.18471], [1.54406, 2.90008, -0.27657], [1.89483, 0.02187, 2.76926]],
  "forces_ev_per_angstrom": [[2.80, -1.22, 1.04], [-0.52, -2.36, -1.69], [-0.88, 1.13, 2.01], [2.46, 2.88, 1.03], [-0.91, -1.81, 0.17], [0.13, 0.12, -0.27], [0.63, 0.92, -0.76], [-2.13, 1.39, -0.79], [-0.35, -0.74, 0.56], [-0.54, 0.91, -0.74], [0.73, -0.17, -0.26], [-0.82, -2.65, 0.51], [-1.31, 1.31, -0.43], [-0.38, 0.59, 0.37], [0.73, 0.43, -0.76], [0.37, -0.74, 0.00]],
  "nbo_charge": [-0.57, -0.21, -0.03, -0.79, 0.39, -0.35, 0.24, 0.21, 0.22, 0.34, 0.25, 0.38, 0.37, 0.20, 0.16, 0.18],
  "energy_ev": -26424.54791,
  "homo_lumo_gap_ev": 7.0,
  "charge": 1,
  "relative_energy_kcal_mol": 69.2,
  "mol_weight_g_mol": 124.25,
  "max_force_ha_per_bohr": 0.0762
}